[1]
# C31H45ClCrF5PS

A structure of composition C31H45ClCrF5PS (ωB97M-V/def2-TZVPD, the OMol25 dataset).

XYZ file:
```
85
Properties=species:S:1:pos:R:3:forces:R:3
Cr 1.299645 1.858964 0.692067 -0.8 -2.6 -2.2
Cl 2.357497 1.205858 -1.155142 1.3 -0.3 -1.5
P 0.017949 -0.714107 -0.484578 -0.5 -1.6 -0.6
C 2.640832 1.987792 1.792525 1.9 2.7 1.4
H 2.304497 2.574741 2.711468 1.1 -0.8 -0.5
H 3.472174 2.463801 1.180507 -0.2 -0.6 1.1
C -1.738166 -1.431410 -0.169522 0.3 0.0 -0.4
C 1.264136 -1.987932 0.193329 -0.3 0.1 -0.3
C -2.008241 -1.759364 1.302168 -0.2 0.1 0.3
H -2.342193 -0.540968 -0.423186 0.0 -0.1 0.1
C -3.512828 -1.969278 1.565534 0.2 0.1 -0.2
H -1.473271 -2.676889 1.586385 -0.2 0.2 -0.1
H -1.626909 -0.952670 1.944770 -0.1 -0.3 -0.2
C -4.144760 -3.019625 0.643627 0.1 -0.1 0.0
H -3.663455 -2.263790 2.610896 0.0 0.1 -0.1
H -4.025112 -1.007034 1.426073 0.1 -0.1 0.0
C -3.758899 -2.835269 -0.829100 0.0 0.2 0.0
H -3.839807 -4.022196 0.974183 0.1 0.1 0.0
H -5.236916 -2.986928 0.743659 0.1 0.0 0.0
C -2.256264 -2.584099 -1.052177 0.0 -0.2 0.1
H -4.075348 -3.714532 -1.406259 0.0 0.1 0.1
H -4.319442 -1.982439 -1.239619 0.1 0.0 0.1
H -1.691557 -3.506201 -0.833571 -0.2 0.2 0.0
H -2.101954 -2.375901 -2.117029 -0.1 -0.1 0.3
C 0.248160 -1.015570 -2.361425 0.3 0.2 0.4
C 0.825371 -3.461999 0.282661 0.0 -0.1 0.0
H 2.089387 -1.935329 -0.538088 -0.1 0.1 0.1
C 1.976800 -4.353268 0.781122 0.0 0.1 0.0
H -0.025241 -3.560761 0.971770 0.3 0.0 -0.1
H 0.474578 -3.840490 -0.688735 0.1 0.2 0.3
C 2.562155 -3.863761 2.110959 -0.1 0.1 0.1
H 1.622235 -5.386642 0.887826 0.1 0.1 0.0
H 2.773228 -4.372059 0.023168 -0.1 0.1 0.0
C 2.925027 -2.372000 2.087973 0.0 0.0 -0.2
H 1.836747 -4.049244 2.915896 0.0 0.1 -0.1
H 3.454995 -4.450793 2.358977 -0.1 0.0 0.0
C 1.803599 -1.484130 1.532112 0.1 0.0 0.3
H 3.184923 -2.037023 3.101060 0.0 0.0 -0.2
H 3.823993 -2.234688 1.469249 -0.1 0.0 0.0
H 0.981764 -1.427820 2.263677 0.2 -0.1 -0.1
H 2.164035 -0.442835 1.418171 -0.1 -0.6 0.2
C -0.808231 -0.240049 -3.155878 0.0 -0.1 -0.2
H 1.201406 -0.477531 -2.495232 -0.3 -0.1 0.0
C -0.428012 -0.136992 -4.642806 0.1 0.1 0.1
H -1.794087 -0.720716 -3.072114 0.2 0.1 0.0
H -0.924179 0.767672 -2.733534 0.1 -0.3 -0.1
C -0.116111 -1.497065 -5.279106 -0.2 -0.1 0.1
H -1.242922 0.343488 -5.196205 0.1 0.0 0.0
H 0.452656 0.516087 -4.739968 -0.1 -0.1 0.1
C 0.857477 -2.338604 -4.447534 0.2 0.2 0.1
H -1.053521 -2.054253 -5.418312 0.1 0.0 0.1
H 0.296522 -1.347055 -6.284312 -0.1 0.0 0.1
C 0.489025 -2.423415 -2.953225 -0.2 -0.1 0.0
H 0.920596 -3.347594 -4.873940 0.0 0.1 0.1
H 1.864564 -1.904478 -4.533556 -0.1 0.0 0.0
H -0.395772 -3.069468 -2.840940 0.2 0.2 -0.1
H 1.306875 -2.937652 -2.428156 -0.2 0.2 -0.1
C -0.633642 3.227181 -0.126567 -1.8 0.3 0.4
C 0.551485 3.685830 0.274286 2.4 2.6 0.6
H -1.400291 2.938785 0.646974 1.0 0.2 -1.1
C 1.638354 4.331237 -0.654143 -0.5 -0.3 -0.3
H 0.837490 3.881356 1.353572 -0.9 -0.4 -0.9
C 0.835729 5.267969 -1.560539 -0.6 -0.1 0.3
H 2.337959 4.867117 -0.020067 -0.1 0.3 0.2
H 2.320365 3.628262 -1.221219 -1.3 0.5 0.5
C -0.231671 4.456499 -2.348779 0.3 0.2 -0.4
H 0.318576 5.976636 -0.903371 0.0 0.0 0.0
H 1.459369 5.885619 -2.218138 -0.1 -0.3 -0.2
C -1.117887 3.431487 -1.530816 -0.1 0.2 -1.0
H -0.914433 5.172220 -2.841685 0.3 -0.3 0.0
H 0.345176 3.942947 -3.141758 -0.5 0.0 0.3
H -2.176822 3.818401 -1.466604 1.0 -0.4 -0.1
H -1.176504 2.479016 -2.125001 0.0 0.9 0.7
F 0.801661 4.973845 6.423647 0.0 0.0 0.0
C 0.479067 4.018735 5.544537 -0.3 -0.9 -0.6
C 1.174838 2.793806 5.524779 0.2 1.0 0.8
F 2.197063 2.610128 6.401210 -0.6 0.1 -0.4
C 0.868231 1.831928 4.594263 -0.3 -0.8 -1.2
F 1.563917 0.653219 4.604016 -0.6 1.3 0.0
C -0.093913 2.080201 3.580181 -0.1 0.5 0.5
S -0.175610 1.150552 2.098797 -2.4 -1.2 2.7
C -0.895214 3.245293 3.728714 0.4 -1.2 -0.7
F -1.942726 3.460000 2.886650 0.7 0.0 0.5
C -0.584626 4.208268 4.646382 0.3 0.9 0.9
F -1.275591 5.378972 4.672120 0.3 -0.6 0.1
```
Forces are in eV/Å.

## Properties
HOMO level (spin up / spin down), eV: -3.6 / -4.6
LUMO energy (spin up / spin down), Ha: 0.0979 / 0.0976
Gap between HOMO and LUMO (spin up / spin down), eV: 6.271 / 7.269
2S+1: 4
Energy above the lowest of the compared OMol25 structures with the same formula, charge and spin, kJ/mol: 47.5
Charge: -1

Mulliken population analysis, charges in e, atoms 1 to 2: -0.274, -0.627

---

[2]
# C3H4BrNO2

The molecule C3H4BrNO2 (ωB97M-V/def2-TZVPD, the OMol25 dataset).

XYZ file:
```
11
Properties=species:S:1:pos:R:3:forces:R:3
O -1.148866 2.029258 0.099476 -0.2 -0.8 0.1
C -0.668188 0.933341 -0.018870 -0.3 1.0 -0.5
C 0.791278 0.612320 0.124665 -0.1 -1.5 -1.0
C 0.832194 -0.924916 0.021002 -0.2 0.9 2.5
O -0.490154 -1.420289 0.085067 -1.8 1.8 -0.7
N -1.370741 -0.215954 -0.566758 3.3 -1.2 1.4
Br -3.065074 -0.386907 -0.004070 -1.0 -0.2 0.3
H 1.249696 0.919073 -0.875352 0.0 0.7 2.0
H 1.192752 0.854792 1.122701 0.0 1.0 -1.0
H 1.250988 -1.110276 -0.905094 1.1 -1.3 -1.7
H 1.426113 -1.290443 0.917235 -0.8 -0.2 -1.4
```
Forces are in eV/Å.

## Properties
SMILES string: O=C1CCON1Br
HOMO level, eV: -9.8
LUMO energy, Ha: 0.0008
Gap between HOMO and LUMO, eV: 9.835
2S+1: 1
Energy above the lowest of the compared OMol25 structures with the same formula, charge and spin, kJ/mol: 282.1

Mulliken population analysis, charges in e, atoms 1 to 2: -0.503, 0.382

---

[3]
# H3N2O3P

A cluster of 2 separate species, H3N2O3P in total (ωB97M-V/def2-TZVPD, the OMol25 dataset).

XYZ file:
```
9
Properties=species:S:1:pos:R:3:forces:R:3
N -1.230973 1.168665 0.189928 0.0 -1.0 -0.1
P -1.131851 -0.458572 0.025790 -0.1 0.8 0.0
O -0.960929 -1.219487 1.247090 0.1 0.2 0.5
O -1.284183 -0.948031 -1.332366 0.1 0.3 -0.4
H -1.307678 1.747879 -0.628919 0.0 0.0 0.0
H -1.085922 1.616322 1.078456 0.0 0.0 0.0
N 2.003853 -0.382677 -0.136704 0.5 0.5 0.2
O 3.177462 -0.150312 0.018154 -1.3 -0.7 -0.3
H 1.820225 -1.373788 -0.461427 0.7 0.0 0.1
```
Forces are in eV/Å.

## Properties
SMILES string: NP(=O)=O.N=O
HOMO level, eV: -9.9
LUMO energy, Ha: -0.0237
Gap between HOMO and LUMO, eV: 9.277
2S+1: 1
Energy above the lowest of the compared OMol25 structures with the same formula, charge and spin, kJ/mol: 0.0

Mulliken population analysis, charges in e, atoms 1 to 2: -0.379, 1.027